16 unconnected molecules or ions with the total composition C31H94O21 at a distorted geometry. Source: OMol25; level of theory: wB97M-V/def2-TZVPD.

HOMO   -9.60 eV
2S+1   1
Gap between HOMO and LUMO   0.37186 Eh
LUMO level   0.519 eV

CARTESIAN COORDINATES (ANGSTROEM)
C -11.68 -12.26 8.37
C -11.12 -12.03 9.80
O -12.02 -12.32 10.80
O -12.19 -13.57 8.20
H -10.81 -12.15 7.62
H -12.45 -11.59 8.12
H -10.72 -10.99 9.90
H -10.34 -12.80 9.89
H -12.80 -12.94 10.54
H -13.14 -13.58 8.41
C -17.18 -11.03 10.71
C -17.96 -11.88 11.72
O -17.12 -12.85 12.24
O -16.38 -11.83 9.80
H -16.45 -10.40 11.22
H -17.87 -10.45 10.08
H -18.75 -12.40 11.14
H -18.33 -11.13 12.41
H -17.13 -12.85 13.20
H -17.08 -12.25 9.26
C -17.96 -11.05 19.35
C -17.55 -10.54 17.97
O -16.90 -11.47 17.13
O -16.78 -11.23 20.15
H -18.49 -11.95 19.16
H -18.63 -10.36 19.83
H -16.99 -9.63 18.03
H -18.48 -10.26 17.37
H -15.98 -11.72 17.38
H -16.39 -12.08 20.02
C -16.33 -15.64 10.11
C -15.03 -15.02 10.79
O -14.65 -13.71 10.32
O -17.54 -14.79 10.24
H -16.48 -16.59 10.51
H -16.01 -15.69 9.06
H -14.18 -15.63 10.51
H -15.24 -15.01 11.88
H -15.39 -13.04 10.36
H -17.52 -14.39 11.17
C -14.49 -7.72 19.75
C -12.97 -7.58 19.76
O -12.39 -8.64 19.04
O -15.08 -7.72 18.49
H -14.88 -6.67 20.12
H -14.96 -8.44 20.39
H -12.65 -7.63 20.87
H -12.64 -6.59 19.38
H -11.96 -8.37 18.23
H -14.61 -8.41 17.89
C -8.39 -15.02 13.46
O -9.76 -15.05 13.48
H -7.92 -14.00 13.36
H -8.01 -15.50 14.39
H -8.01 -15.60 12.64
H -10.12 -14.68 12.67
C -10.45 -12.28 16.02
O -10.98 -13.53 15.89
H -10.72 -11.78 16.99
H -9.37 -12.33 15.95
H -10.80 -11.60 15.25
H -10.76 -13.96 15.08
C -12.21 -6.59 16.02
O -12.06 -7.87 16.59
H -11.24 -5.99 16.01
H -12.61 -6.73 15.01
H -13.14 -6.20 16.49
H -11.34 -8.27 16.05
C -13.52 -11.61 19.07
O -14.47 -12.32 18.17
H -13.56 -10.50 18.98
H -13.57 -11.93 20.09
H -12.54 -11.87 18.66
H -14.05 -13.17 17.98
C -12.08 -15.71 19.12
O -12.40 -14.63 18.21
H -11.20 -15.41 19.69
H -12.97 -15.91 19.84
H -11.80 -16.66 18.60
H -11.82 -14.66 17.43
C -17.35 -7.85 15.48
O -17.77 -8.18 14.18
H -17.69 -6.85 15.68
H -17.83 -8.50 16.19
H -16.22 -7.82 15.55
H -17.84 -7.41 13.63
C -13.49 -11.67 14.40
C -14.30 -10.88 13.39
C -15.57 -10.33 14.10
O -13.59 -9.88 12.69
H -12.66 -12.11 13.93
H -14.11 -12.42 14.95
H -13.18 -11.10 15.25
H -14.62 -11.57 12.59
H -16.43 -10.12 13.40
H -15.24 -9.44 14.59
H -15.86 -11.02 14.90
H -12.98 -10.30 12.00
C -12.13 -7.82 9.72
C -13.53 -7.49 10.21
C -14.55 -8.55 9.80
O -13.62 -7.25 11.58
H -11.92 -8.93 9.82
H -11.42 -7.24 10.31
H -12.07 -7.46 8.68
H -13.81 -6.47 9.84
H -15.52 -8.33 10.32
H -14.14 -9.57 9.95
H -14.71 -8.46 8.74
H -13.71 -8.11 12.04
C -19.98 -12.72 15.98
C -18.95 -13.64 15.38
C -19.43 -14.39 14.14
O -17.77 -12.88 14.90
H -20.85 -13.23 16.45
H -20.28 -12.00 15.22
H -19.60 -12.15 16.82
H -18.49 -14.26 16.19
H -18.67 -15.04 13.73
H -19.70 -13.61 13.41
H -20.34 -14.96 14.43
H -17.55 -12.22 15.61
C -14.99 -17.14 16.11
C -14.58 -16.08 15.08
C -13.21 -16.40 14.45
O -15.64 -15.78 14.13
H -16.02 -16.93 16.47
H -14.25 -17.24 16.94
H -15.06 -18.11 15.53
H -14.55 -15.15 15.59
H -12.98 -15.71 13.64
H -13.36 -17.31 13.80
H -12.44 -16.56 15.17
H -16.01 -16.60 13.68
C -9.56 -7.51 13.43
C -10.42 -8.75 12.99
C -9.48 -9.75 12.39
O -11.02 -9.21 14.23
H -9.33 -7.10 12.48
H -8.66 -7.85 13.96
H -10.14 -6.77 14.04
H -11.24 -8.32 12.33
H -9.94 -10.70 12.27
H -8.60 -9.98 13.03
H -9.04 -9.30 11.48
H -11.89 -9.56 13.96

***

A molecular structure, C15H25CeN4O9 at a distorted geometry. Source: OMol25; level of theory: wB97M-V/def2-TZVPD.

Total charge   +3
HOMO   -18.81 eV
2S+1   1
Gap between HOMO and LUMO   0.27157 Eh
ΔE to the lowest compared entry with this formula, charge and spin   0.0 kcal per mole
LUMO level   -11.425 eV

CARTESIAN COORDINATES (ANGSTROEM)
Ce 0.06 -0.61 0.43
O 3.97 1.38 -0.85
C 2.90 0.65 -0.76
O 2.41 0.24 0.28
C 2.26 0.34 -2.07
C 2.79 0.65 -3.32
C 2.07 0.27 -4.44
C 0.85 -0.38 -4.28
C 0.40 -0.63 -2.99
N 1.10 -0.29 -1.91
C -0.86 -1.34 -2.62
O -1.85 -1.48 -3.45
O -0.97 -1.78 -1.48
H 4.38 1.56 0.01
H 3.74 1.16 -3.39
H 2.45 0.48 -5.43
H 0.29 -0.69 -5.15
H -1.72 -1.07 -4.32
C -2.40 -2.98 0.86
O -1.04 -2.64 1.27
C -0.19 -3.81 1.35
C 0.67 -3.84 0.11
O 1.46 -2.62 0.11
C 2.80 -2.85 0.64
H -2.37 -3.54 -0.07
H -2.94 -2.05 0.71
H -2.86 -3.56 1.66
H -0.81 -4.71 1.43
H 0.42 -3.72 2.25
H 0.07 -3.84 -0.79
H 1.33 -4.70 0.09
H 2.73 -3.44 1.56
H 3.24 -1.88 0.85
H 3.38 -3.38 -0.11
N -2.09 0.36 1.93
C -2.44 1.62 1.20
C -1.27 1.50 0.27
O -0.09 1.61 0.75
O -1.36 0.75 -0.75
H -2.93 -0.15 2.20
H -1.59 0.60 2.77
H -2.44 2.52 1.81
H -3.37 1.51 0.66
C 2.54 1.22 3.62
N 1.98 0.06 4.30
C 1.13 -0.81 3.78
N 0.66 -1.82 4.52
O 0.74 -0.72 2.55
H 3.63 1.13 3.61
H 2.27 2.13 4.16
H 2.16 1.27 2.61
H 2.23 -0.07 5.27
H 0.89 -1.94 5.49
H -0.07 -2.40 4.13

***

A molecular structure, C2H2O4Rh at a distorted geometry. Source: OMol25; level of theory: wB97M-V/def2-TZVPD.

HOMO (spin up / spin down)   -7.93 / -10.49 eV
2S+1   6
Gap between HOMO and LUMO (spin up / spin down)   0.29569 / 0.22762 Eh
LUMO level (spin up / spin down)   0.115 / -4.298 eV

CARTESIAN COORDINATES (ANGSTROEM)
O 0.90 -1.11 -2.26
C 1.03 -0.30 -1.36
O 1.85 0.55 -1.09
O -0.27 -0.41 -0.23
C -0.33 0.49 0.91
O -1.46 0.16 1.60
Rh -1.97 -1.26 0.41
H -0.35 1.53 0.52
H 0.60 0.36 1.50

***

10 unconnected molecules or ions with the total composition C31H89N11O10 at a distorted geometry. Source: OMol25; level of theory: wB97M-V/def2-TZVPD.

HOMO   -8.30 eV
2S+1   1
Gap between HOMO and LUMO   0.31034 Eh
Structure (SMILES)   COC[C@H](C)N.COC[C@H](C)N.COC[C@H](C)N.COC[C@H](C)N.COC[C@H](C)N.COC[C@H](C)N.COC[C@H](C)N.NC(N)=O.NC(N)=O.CO
ΔE to the lowest compared entry with this formula, charge and spin   0.0 kcal per mole
LUMO level   0.144 eV

CARTESIAN COORDINATES (ANGSTROEM)
C -5.34 2.24 -20.70
O -6.25 3.29 -20.52
C -5.68 4.55 -20.78
C -6.84 5.54 -20.93
C -6.39 6.99 -21.03
N -7.81 5.46 -19.84
H -5.75 1.34 -20.23
H -4.40 2.45 -20.16
H -5.19 2.02 -21.76
H -4.95 4.84 -20.01
H -5.15 4.51 -21.74
H -7.33 5.19 -21.84
H -5.68 7.07 -21.87
H -5.85 7.35 -20.16
H -7.23 7.61 -21.33
H -8.12 4.49 -19.72
H -7.40 5.69 -18.93
C -13.54 12.93 -18.16
O -13.87 12.73 -16.78
C -14.89 11.80 -16.60
C -15.58 12.02 -15.28
C -16.54 10.87 -15.01
N -16.39 13.24 -15.36
H -14.33 13.53 -18.63
H -13.43 11.97 -18.67
H -12.58 13.44 -18.20
H -15.65 11.86 -17.40
H -14.58 10.75 -16.68
H -14.80 12.19 -14.53
H -17.00 11.03 -14.03
H -16.09 9.88 -15.13
H -17.28 10.86 -15.81
H -15.92 14.04 -15.74
H -16.82 13.43 -14.47
C -13.96 9.46 -20.75
O -13.35 10.03 -21.89
C -13.65 9.31 -23.05
C -12.93 9.99 -24.21
C -13.35 11.44 -24.38
N -13.17 9.25 -25.49
H -15.06 9.50 -20.94
H -13.81 10.06 -19.86
H -13.80 8.39 -20.65
H -13.27 8.28 -22.89
H -14.73 9.21 -23.25
H -11.87 9.97 -23.91
H -13.32 12.00 -23.44
H -14.39 11.51 -24.73
H -12.74 11.95 -25.12
H -12.31 9.35 -26.03
H -13.18 8.25 -25.31
C -10.58 8.62 -10.85
O -10.43 8.84 -12.23
C -10.19 10.16 -12.58
C -10.13 10.21 -14.07
C -9.05 9.30 -14.68
N -9.80 11.58 -14.50
H -9.74 9.06 -10.31
H -10.51 7.54 -10.67
H -11.57 8.95 -10.53
H -10.98 10.83 -12.23
H -9.22 10.55 -12.22
H -11.10 9.96 -14.52
H -8.37 8.96 -13.88
H -8.42 9.85 -15.38
H -9.44 8.40 -15.15
H -10.48 12.30 -14.25
H -9.92 11.60 -15.52
C -7.11 7.95 -16.64
O -8.13 6.99 -16.79
C -8.04 5.99 -15.82
C -8.68 4.71 -16.34
C -10.19 4.77 -16.45
N -8.32 3.52 -15.55
H -7.28 8.80 -17.30
H -6.16 7.46 -16.91
H -7.05 8.37 -15.63
H -6.98 5.79 -15.58
H -8.47 6.29 -14.85
H -8.33 4.50 -17.35
H -10.77 4.80 -15.51
H -10.56 3.93 -17.03
H -10.50 5.70 -16.95
H -7.32 3.33 -15.61
H -8.40 3.74 -14.55
C -9.98 8.79 -24.59
O -9.88 7.47 -24.13
C -10.26 7.34 -22.77
C -10.71 5.91 -22.50
C -12.13 5.72 -22.98
N -10.69 5.65 -21.05
H -11.02 9.09 -24.56
H -9.51 8.78 -25.57
H -9.40 9.46 -23.94
H -9.45 7.62 -22.08
H -11.16 7.95 -22.57
H -10.04 5.20 -22.99
H -12.42 4.66 -22.96
H -12.20 5.98 -24.04
H -12.82 6.25 -22.33
H -11.27 6.35 -20.59
H -9.74 5.73 -20.70
C -13.74 7.94 -14.22
O -14.53 8.04 -15.36
C -15.28 6.82 -15.62
C -16.57 7.20 -16.35
C -17.28 5.94 -16.83
N -16.37 8.25 -17.40
H -14.24 7.49 -13.35
H -13.44 8.94 -13.91
H -12.84 7.35 -14.42
H -14.62 6.22 -16.26
H -15.47 6.35 -14.65
H -17.14 7.68 -15.54
H -16.68 5.48 -17.61
H -18.26 6.22 -17.21
H -17.43 5.22 -16.02
H -16.17 7.75 -18.27
H -15.45 8.52 -17.04
N -9.64 8.70 -18.87
C -10.98 8.58 -18.58
N -11.36 9.44 -17.58
O -11.70 7.75 -19.13
H -9.05 9.35 -18.37
H -9.15 8.08 -19.49
H -12.24 9.38 -17.11
H -10.56 9.99 -17.31
N -7.90 12.82 -18.88
C -8.78 12.52 -17.86
N -9.25 13.55 -17.06
O -9.21 11.37 -17.67
H -7.43 13.71 -18.93
H -7.59 12.07 -19.46
H -9.59 13.22 -16.18
H -9.10 14.51 -17.30
C -14.71 5.38 -19.97
O -14.56 6.52 -19.14
H -13.90 4.66 -19.85
H -15.71 4.99 -19.84
H -14.73 5.65 -21.04
H -13.73 6.97 -19.36

***

A single C4H5FN2 molecule at a distorted geometry. Source: OMol25; level of theory: wB97M-V/def2-TZVPD.

HOMO   -9.23 eV
2S+1   1
Gap between HOMO and LUMO   0.37199 Eh
Structure (SMILES)   FCc1cn[nH]c1
ΔE to the lowest compared entry with this formula, charge and spin   21.3 kcal per mole
LUMO level   0.891 eV

CARTESIAN COORDINATES (ANGSTROEM)
F 2.49 -0.75 -0.01
C 1.70 0.38 0.04
C 0.24 0.03 -0.03
C -0.31 -1.28 -0.05
N -1.62 -1.27 0.02
N -1.94 0.02 0.01
C -0.89 0.85 -0.08
H 1.92 0.96 -0.85
H 1.94 0.98 0.91
H 0.30 -2.18 -0.05
H -2.90 0.34 0.11
H -0.93 1.92 0.00

***

3 unconnected molecules or ions with the total composition C9H16F3N6O5 at a distorted geometry. Source: OMol25; level of theory: wB97M-V/def2-TZVPD.

Total charge   +1
HOMO   -12.45 eV
2S+1   1
Gap between HOMO and LUMO   0.30010 Eh
LUMO level   -4.279 eV

CARTESIAN COORDINATES (ANGSTROEM)
O -1.24 -0.68 3.10
C -0.37 -0.97 2.09
C -0.46 0.00 0.77
N 0.49 -0.40 -0.36
C 1.55 0.61 -0.75
C 3.07 0.02 -0.87
C 3.50 -1.05 0.30
F 2.76 -0.93 1.57
F 3.51 -2.42 -0.28
F 4.94 -0.74 0.64
C 0.27 -1.62 -0.95
N -0.80 -2.67 -0.64
C -0.70 -3.86 -1.58
N 0.49 -3.44 -2.43
N 1.05 -2.21 -2.11
H 0.37 -1.86 2.25
H -0.34 1.13 1.09
H -1.55 -0.12 0.31
H 1.27 1.16 -1.74
H 1.58 1.46 0.10
H 3.28 -0.37 -1.98
H 3.80 0.95 -0.74
H -1.34 -4.83 -1.68
H 0.87 -4.03 -3.21
H 1.85 -1.85 -2.68
C -3.00 1.13 5.07
N -3.04 2.49 5.68
O -2.57 3.42 5.01
O -3.55 2.58 6.80
H -2.52 1.19 4.09
H -2.41 0.49 5.74
H -4.03 0.77 4.98
C -1.46 2.59 -4.31
N -0.32 2.12 -3.47
O 0.79 2.06 -4.02
O -0.57 1.82 -2.30
H -1.10 2.81 -5.31
H -2.20 1.78 -4.34
H -1.87 3.48 -3.83

***

11 unconnected molecules or ions with the total composition H22O11 at a distorted geometry. Source: OMol25; level of theory: wB97M-V/def2-TZVPD.

HOMO   -10.63 eV
2S+1   1
Gap between HOMO and LUMO   0.38266 Eh
Structure (SMILES)   O.O.O.O.O.O.O.O.O.O.O
ΔE to the lowest compared entry with this formula, charge and spin   74.4 kcal per mole
LUMO level   -0.221 eV

CARTESIAN COORDINATES (ANGSTROEM)
O 0.81 2.60 -0.90
H 1.05 2.38 -1.80
H 1.14 1.96 -0.27
O -0.81 2.21 4.22
H -0.80 1.31 3.86
H -0.82 1.90 5.14
O -1.99 -1.95 -3.42
H -1.78 -1.02 -3.29
H -2.95 -2.14 -3.50
O -2.85 -0.15 -0.76
H -3.54 0.49 -0.37
H -2.33 0.63 -1.00
O 4.23 3.55 0.68
H 3.32 3.89 0.50
H 3.98 2.88 1.32
O 2.88 -4.52 -1.34
H 2.45 -3.65 -1.37
H 2.90 -4.87 -0.46
O -1.46 -4.37 -2.38
H -0.63 -4.62 -1.99
H -1.76 -3.46 -2.36
O 1.92 0.54 -3.04
H 2.42 0.96 -3.74
H 1.26 -0.07 -3.40
O -2.73 2.81 1.85
H -2.25 2.38 2.57
H -2.26 3.54 1.46
O 0.01 0.30 -0.51
H 0.11 -0.66 -0.40
H -0.61 0.44 0.22
O 0.20 -1.16 4.44
H -0.17 -1.18 5.36
H 1.11 -0.95 4.68

***

A molecular structure, F6KN3O12S6 at a distorted geometry. Source: OMol25; level of theory: wB97M-V/def2-TZVPD.

Total charge   -2
HOMO   -5.24 eV
2S+1   1
Gap between HOMO and LUMO   0.34865 Eh
ΔE to the lowest compared entry with this formula, charge and spin   100.5 kcal per mole
LUMO level   4.248 eV

CARTESIAN COORDINATES (ANGSTROEM)
K -0.60 0.50 -0.13
N -3.40 -0.15 0.59
S -4.35 0.98 0.49
O -3.68 2.27 0.69
O -5.73 0.77 0.83
F -4.37 1.11 -1.08
S -3.52 -0.56 2.24
O -3.81 -1.99 2.57
O -3.97 0.53 3.14
F -1.90 -0.53 2.54
N 3.48 3.22 -0.68
S 4.31 2.71 0.76
O 5.72 2.37 0.47
O 3.63 2.07 1.87
F 4.48 4.26 1.25
S 3.21 1.78 -1.12
O 1.83 1.36 -0.78
O 4.26 0.82 -1.29
F 3.03 2.20 -2.67
N -0.88 -2.25 -0.84
S 0.25 -2.30 -2.19
O 0.03 -3.35 -3.18
O 1.63 -1.78 -1.98
F -0.28 -1.00 -3.00
S 0.09 -3.03 0.02
O 0.97 -2.12 0.77
O 0.56 -4.36 -0.41
F -0.99 -3.52 1.12

***

Question: What is the 2S+1 in the first record?
Answer: 1

***

Repeat the fifth record exactly.
A single C4H5FN2 molecule at a distorted geometry. Source: OMol25; level of theory: wB97M-V/def2-TZVPD.

HOMO   -9.23 eV
2S+1   1
Gap between HOMO and LUMO   0.37199 Eh
Structure (SMILES)   FCc1cn[nH]c1
ΔE to the lowest compared entry with this formula, charge and spin   21.3 kcal per mole
LUMO level   0.891 eV

CARTESIAN COORDINATES (ANGSTROEM)
F 2.49 -0.75 -0.01
C 1.70 0.38 0.04
C 0.24 0.03 -0.03
C -0.31 -1.28 -0.05
N -1.62 -1.27 0.02
N -1.94 0.02 0.01
C -0.89 0.85 -0.08
H 1.92 0.96 -0.85
H 1.94 0.98 0.91
H 0.30 -2.18 -0.05
H -2.90 0.34 0.11
H -0.93 1.92 0.00

***

Question: Look up the 2S+1 of the eighth one.
Answer: 1

***

Question: What is the 2S+1 in the third record?
Answer: 6